Run P
Entry from the Open Molecules 2025 dataset: the molecule C3H7NOS2 (ωB97M-V with the def2-TZVPD basis set).

The geometry in ORCA input format:
```
! RIJCOSX wB97M-V def2-TZVPD def2/J DEFGRID3
* xyz 0 1
O -2.68 0.09 0.98
C -1.68 0.85 1.03
N -0.91 1.57 0.12
C 0.49 1.07 0.19
C 0.74 -0.17 -0.65
S 0.16 -1.68 0.18
S 0.64 -3.16 -1.28
H -1.32 1.03 2.10
H -1.21 1.64 -0.82
H 0.85 0.88 1.25
H 1.02 1.85 -0.30
H 0.59 0.14 -1.71
H 1.83 -0.29 -0.65
H 1.48 -3.83 -0.44
*
```

The LUMO energy is 0.2 eV. The calculation puts the HOMO energy at -8.879 eV. The calculation puts the HOMO-LUMO gap at 9.08 eV. The SMILES is O=CNCCSS.


Run Q
Entry from the Open Molecules 2025 dataset: the molecule C3H7NOS2 (ωB97M-V with the def2-TZVPD basis set).

The geometry in ORCA input format:
```
! RIJCOSX wB97M-V def2-TZVPD def2/J DEFGRID3
* xyz 0 1
N 2.54 0.78 -0.53
C 1.63 0.21 0.30
O 1.79 -0.11 1.45
C 0.14 0.54 -0.22
C -0.93 -0.18 0.57
S -2.43 0.14 -0.37
S -3.82 -1.39 0.20
H 3.35 0.21 -0.76
H 2.12 1.27 -1.29
H 0.18 1.63 -0.13
H 0.05 0.31 -1.27
H -0.92 0.12 1.62
H -0.81 -1.26 0.58
H -2.89 -2.28 -0.17
*
```

The LUMO energy is 0.3 eV. The calculation puts the HOMO energy at -8.762 eV. The calculation puts the HOMO-LUMO gap at 9.10 eV. The SMILES is NC(=O)CCSS.


Which structure loses on stability? run P does.


Run P
Entry from the Open Molecules 2025 dataset: a structure of composition C3H6OS (ωB97M-V with the def2-TZVPD basis set).

The geometry in ORCA input format:
```
! RIJCOSX wB97M-V def2-TZVPD def2/J DEFGRID3
* xyz 0 1
C 0.64 -0.20 0.72
C 0.53 1.12 0.08
C -0.47 -0.18 -0.18
H 1.14 -1.75 -0.53
H 0.73 -0.20 1.78
H -0.24 1.87 0.63
H 1.13 1.36 -0.86
H -0.24 -0.92 -0.93
H -2.79 0.25 -1.07
O 1.83 -0.93 0.08
S -2.27 -0.42 0.29
*
```

The LUMO energy is 0.4 eV. The calculation puts the HOMO energy at -9.251 eV. The calculation puts the HOMO-LUMO gap at 9.64 eV.


Run Q
Entry from the Open Molecules 2025 dataset: the molecule C3H6OS (ωB97M-V with the def2-TZVPD basis set).

The geometry in ORCA input format:
```
! RIJCOSX wB97M-V def2-TZVPD def2/J DEFGRID3
* xyz 0 1
C -2.00 0.12 0.09
C -0.55 0.66 0.15
C 0.52 -0.06 -0.02
S 2.46 0.57 -0.31
O 3.17 -0.78 0.30
H -2.18 -0.25 1.08
H -2.76 1.01 -0.28
H -2.13 -0.72 -0.67
H -0.57 1.78 0.17
H 0.54 -1.18 -0.06
H 3.50 -1.15 -0.45
*
```

The LUMO energy is 0.6 eV. The calculation puts the HOMO energy at -8.642 eV. The calculation puts the HOMO-LUMO gap at 9.24 eV. The SMILES is C/C=C/SO.


Run R
Entry from the Open Molecules 2025 dataset: the molecule C3H6OS (ωB97M-V with the def2-TZVPD basis set).

The geometry in ORCA input format:
```
! RIJCOSX wB97M-V def2-TZVPD def2/J DEFGRID3
* xyz 0 1
C -0.31 1.05 -1.72
C -0.92 1.12 -0.32
S 0.23 0.41 0.81
C 0.14 -1.22 0.21
O 0.87 -2.08 0.68
H -1.00 1.59 -2.40
H -0.30 0.03 -2.07
H 0.68 1.52 -1.83
H -1.78 0.44 -0.35
H -1.24 2.11 -0.02
H -0.49 -1.34 -0.65
*
```

The LUMO energy is 0.7 eV. The calculation puts the HOMO energy at -9.484 eV. The calculation puts the HOMO-LUMO gap at 10.22 eV. The SMILES is CCSC=O.


Which structure loses on stability? run P does.


Run P
Entry from the Open Molecules 2025 dataset: a cluster of 2 separate species, C2H10N4 in total (ωB97M-V with the def2-TZVPD basis set).

The geometry in ORCA input format:
```
! RIJCOSX wB97M-V def2-TZVPD def2/J DEFGRID3
* xyz 0 1
C -1.12 0.46 -1.93
C 0.33 -0.12 2.13
N 1.82 0.43 0.33
N -1.35 -0.01 -0.54
N 0.23 -1.38 0.13
N 0.97 -0.57 0.85
H -2.08 0.72 -2.49
H -0.36 1.30 -1.82
H -0.54 -0.32 -2.43
H -0.46 0.64 1.73
H -0.18 -0.94 2.60
H 0.87 0.51 2.76
H 1.94 0.23 -0.63
H 1.36 1.34 0.53
H -2.06 -0.62 -0.45
H 0.63 -1.66 -0.79
*
```

The LUMO energy (spin up / spin down) is 0.9 / 0.8 eV. The calculation puts the HOMO energy (spin up / spin down) at -8.027 / -7.037 eV. The calculation puts the HOMO-LUMO gap (spin up / spin down) at 8.90 / 7.85 eV.


Run Q
Entry from the Open Molecules 2025 dataset: a cluster of 2 separate species, C2H10N4 in total (ωB97M-V with the def2-TZVPD basis set).

The geometry in ORCA input format:
```
! RIJCOSX wB97M-V def2-TZVPD def2/J DEFGRID3
* xyz 0 1
H -1.93 -5.02 -3.90
N -2.52 -4.27 -3.55
C -3.23 -4.74 -2.62
N -3.98 -3.94 -1.78
H -3.22 -5.81 -2.37
H -4.97 -4.08 -1.63
H -3.66 -2.99 -1.74
N 3.72 4.36 1.53
C 2.52 4.16 2.34
N 2.88 3.43 3.54
H 3.48 4.82 0.65
H 4.36 4.96 2.04
H 2.03 5.09 2.64
H 1.76 3.61 1.77
H 3.86 3.22 3.59
H 2.36 2.60 3.77
*
```

The LUMO energy is 1.2 eV. The calculation puts the HOMO energy at -8.925 eV. The calculation puts the HOMO-LUMO gap at 10.09 eV. The SMILES is [H]/N=C/N.NCN.


Run R
Entry from the Open Molecules 2025 dataset: a cluster of 3 separate species, C2H10N4 in total (ωB97M-V with the def2-TZVPD basis set).

The geometry in ORCA input format:
```
! RIJCOSX wB97M-V def2-TZVPD def2/J DEFGRID3
* xyz 0 1
C 0.91 -1.43 -1.06
C 0.06 -0.66 -0.05
N -0.89 -1.40 0.55
H -1.49 -0.78 1.09
H 0.86 -0.06 1.11
H 1.25 -2.36 -0.60
H 0.32 -1.68 -1.94
H 1.77 -0.84 -1.38
N -0.28 0.65 -0.55
N 1.05 1.18 1.72
N -1.59 1.02 -0.72
H 0.44 1.18 -1.04
H -1.90 1.73 -0.06
H 0.04 1.27 1.84
H 1.65 2.01 1.73
H -2.19 0.19 -0.65
*
```

The LUMO energy (spin up / spin down) is -0.4 / -0.4 eV. The calculation puts the HOMO energy (spin up / spin down) at -8.060 / -8.059 eV. The calculation puts the HOMO-LUMO gap (spin up / spin down) at 7.64 / 7.64 eV.


Which structure loses on stability? run P does.


Run P
Entry from the Open Molecules 2025 dataset: a structure of composition C27H30BNO4 (ωB97M-V with the def2-TZVPD basis set).

The geometry in ORCA input format:
```
! RIJCOSX wB97M-V def2-TZVPD def2/J DEFGRID3
* xyz 0 1
C -2.26 2.50 3.72
C -2.34 1.17 3.18
C -3.16 0.78 2.14
C -2.93 -0.59 1.96
C -1.78 -0.91 2.68
B -1.03 2.19 -1.00
O 0.31 1.89 -0.63
C 1.00 2.34 -1.84
C -0.12 2.86 -2.87
C 0.44 3.42 -4.16
C -0.98 4.00 -2.13
O -1.54 3.47 -0.88
C -1.09 1.58 -3.09
O -1.69 1.24 -1.82
O -1.51 0.17 3.54
H -3.02 2.61 4.51
H -1.26 2.78 4.05
H -2.53 3.18 2.89
H -3.76 1.42 1.51
H -3.49 -1.24 1.28
H 1.67 3.16 -1.56
H 1.57 1.50 -2.29
H -0.38 3.77 -4.78
H 1.08 4.28 -3.92
H 1.03 2.67 -4.69
H -0.31 4.85 -1.88
H -1.82 4.32 -2.78
H -1.90 1.82 -3.79
H -0.49 0.73 -3.46
C 3.34 1.57 2.71
N 2.45 0.52 2.24
C 1.08 0.39 2.43
C 0.67 -0.88 2.07
C -0.67 -1.60 2.09
C -1.02 -2.07 0.62
C -0.41 -1.62 -0.56
C -0.61 -2.28 -1.78
C -1.49 -3.36 -1.85
C -1.55 -4.20 -3.10
C -2.25 -3.69 -0.73
C -1.99 -3.08 0.51
C 1.85 -1.58 1.62
C 2.08 -2.83 1.06
C 3.37 -3.18 0.65
C 4.44 -2.29 0.83
C 4.23 -1.02 1.38
C 2.94 -0.68 1.73
H 4.29 1.50 2.18
H 2.89 2.55 2.52
H 3.54 1.47 3.80
H 0.51 1.25 2.78
H -0.58 -2.51 2.72
H 0.24 -0.73 -0.57
H -0.07 -1.97 -2.69
H -2.29 -4.98 -2.98
H -1.82 -3.58 -3.97
H -0.59 -4.69 -3.32
H -2.99 -4.48 -0.83
H -2.57 -3.41 1.38
H 1.23 -3.50 0.93
H 3.55 -4.15 0.17
H 5.44 -2.58 0.51
H 5.04 -0.31 1.58
*
```

The LUMO energy is 0.5 eV. The calculation puts the HOMO energy at -7.277 eV. The calculation puts the HOMO-LUMO gap at 7.76 eV.


Run Q
Entry from the Open Molecules 2025 dataset: a structure of composition C27H30BNO4 (ωB97M-V with the def2-TZVPD basis set).

The geometry in ORCA input format:
```
! RIJCOSX wB97M-V def2-TZVPD def2/J DEFGRID3
* xyz 0 1
C 5.90 -0.31 1.59
C 4.77 0.66 1.17
C 4.83 2.03 1.37
C 3.70 2.62 0.57
C 2.85 1.92 -0.30
B 1.91 -0.59 3.41
O 2.21 -1.24 4.56
C 0.76 -1.17 4.88
C 0.11 -0.48 3.31
C -0.72 0.22 2.08
C 0.49 -1.73 2.36
O 1.80 -1.22 2.11
C 0.91 1.16 4.13
O 1.97 0.93 3.25
O 3.64 0.38 0.49
H 6.88 0.17 1.68
H 5.73 -0.79 2.57
H 6.05 -1.12 0.86
H 5.65 2.53 1.92
H 3.54 3.69 0.71
H 0.60 -2.21 5.16
H 0.66 -0.42 5.71
H 0.62 2.13 1.49
H -1.17 -0.39 1.23
H -1.74 0.19 2.55
H 0.53 -2.68 2.91
H -0.07 -1.82 1.42
H 0.21 2.02 4.12
H 1.45 0.97 5.08
C -4.46 -3.22 2.51
C -4.41 -2.23 3.62
N -4.56 -2.79 4.87
C -4.76 -4.19 5.19
C -4.35 -1.84 5.83
C -4.06 -0.60 5.15
C -3.79 0.48 6.00
C -3.66 0.29 7.40
C -3.87 -0.96 8.01
C -4.31 -2.04 7.20
C -4.07 -0.88 3.77
C -0.16 1.42 1.11
C -1.51 2.17 0.67
C -2.69 1.67 1.31
C -3.77 2.37 1.81
C -3.90 3.68 1.37
C -2.94 4.26 0.51
C -1.73 3.52 0.12
H -4.18 -2.82 1.51
H -3.72 -4.05 2.76
H -5.47 -3.71 2.35
H -4.88 -4.27 6.28
H -5.65 -4.62 4.71
H -3.90 -4.82 4.87
H -3.64 1.46 5.59
H -3.44 1.16 8.06
H -3.67 -1.10 9.08
H -4.57 -2.97 7.71
H 0.28 0.88 0.20
H -2.88 0.66 1.67
H -4.41 1.84 2.54
H -4.71 4.24 1.84
H -3.08 5.34 0.26
H -1.03 4.02 -0.65
*
```

The LUMO energy is -4.4 eV. The calculation puts the HOMO energy at -6.044 eV. The calculation puts the HOMO-LUMO gap at 1.62 eV.


Which structure loses on stability? run Q does.


Run P
Entry from the Open Molecules 2025 dataset: the molecule C5H5FS2 (ωB97M-V with the def2-TZVPD basis set).

The geometry in ORCA input format:
```
! RIJCOSX wB97M-V def2-TZVPD def2/J DEFGRID3
* xyz 0 1
C 1.82 0.88 -0.06
C 1.31 -0.57 -0.02
S 2.28 -1.90 0.03
C -0.10 -0.80 -0.06
C -1.07 0.15 -0.01
F -0.82 1.47 -0.04
C -2.49 -0.14 0.13
S -3.21 -1.59 -0.06
H 2.89 0.81 -0.28
H 1.68 1.34 0.92
H 1.22 1.40 -0.81
H -0.48 -1.82 -0.12
H -3.03 0.77 0.39
*
```

The LUMO energy is -2.0 eV. The calculation puts the HOMO energy at -8.930 eV. The calculation puts the HOMO-LUMO gap at 6.90 eV. The SMILES is CC(=S)/C=C(\F)C=S.


Run Q
Entry from the Open Molecules 2025 dataset: the molecule C5H5FS2 (ωB97M-V with the def2-TZVPD basis set).

The geometry in ORCA input format:
```
! RIJCOSX wB97M-V def2-TZVPD def2/J DEFGRID3
* xyz 0 1
C 1.03 -0.18 -2.41
C 0.65 -0.40 -1.13
C -0.29 -1.35 -0.65
C -1.36 -1.70 -1.34
F -2.17 -2.65 -0.93
S 1.24 0.87 0.05
C 0.01 0.86 1.24
S -0.02 1.86 2.50
H 0.76 -0.90 -3.20
H 1.67 0.63 -2.64
H -0.24 -1.77 0.33
H -1.59 -1.27 -2.31
H -0.73 0.08 1.11
*
```

The LUMO energy is -0.3 eV. The calculation puts the HOMO energy at -8.672 eV. The calculation puts the HOMO-LUMO gap at 8.40 eV. The SMILES is C=C(/C=C/F)SC=S.


Which structure loses on stability? run Q does.


Run P
Entry from the Open Molecules 2025 dataset: a cluster of 2 separate species, CH3N2O2P in total (ωB97M-V with the def2-TZVPD basis set).

The geometry in ORCA input format:
```
! RIJCOSX wB97M-V def2-TZVPD def2/J DEFGRID3
* xyz 0 1
O -0.73 2.70 0.15
N 0.38 2.28 0.50
P 1.71 1.84 1.01
C -0.48 -1.11 -0.58
N 0.72 -0.85 0.29
O 0.60 -1.23 1.44
H -1.21 -1.72 -0.10
H -0.27 -1.71 -1.58
H -0.72 -0.19 -1.13
*
```

The LUMO energy (spin up / spin down) is -0.4 / -0.4 eV. The calculation puts the HOMO energy (spin up / spin down) at -9.212 / -9.211 eV. The calculation puts the HOMO-LUMO gap (spin up / spin down) at 8.86 / 8.86 eV. The SMILES is [O-][N+]#P.CN=O.


Run Q
Entry from the Open Molecules 2025 dataset: a cluster of 2 separate species, CH3N2O2P in total (ωB97M-V with the def2-TZVPD basis set).

The geometry in ORCA input format:
```
! RIJCOSX wB97M-V def2-TZVPD def2/J DEFGRID3
* xyz 0 1
C -0.39 -0.09 -0.13
N -2.36 -2.80 1.30
N -0.98 -1.31 -2.24
O -3.32 -2.22 1.65
O -1.19 -1.56 -3.39
P -1.22 -1.64 -0.75
H 0.23 0.33 -0.98
H 0.21 -0.20 0.68
H -1.35 0.46 -0.05
*
```

The LUMO energy (spin up / spin down) is -0.1 / -0.9 eV. The calculation puts the HOMO energy (spin up / spin down) at -8.502 / -8.957 eV. The calculation puts the HOMO-LUMO gap (spin up / spin down) at 8.36 / 8.08 eV.


Which structure loses on stability? run Q does.